{"formula": "C19H43GaP3S2", "method": "ωB97M-V with the def2-TZVPD basis set", "total_charge": 3, "lumo_energy_ev": [-12.2, -12.6], "e_above_lowest_kcal_mol": 30.3, "species": ["Ga", "S", "S", "P", "P", "P", "C", "C", "C", "C", "C", "C", "C", "C", "C", "C", "C", "C", "C", "C", "C", "C", "C", "C", "C", "H", "H", "H", "H", "H", "H", "H", "H", "H", "H", "H", "H", "H", "H", "H", "H", "H", "H", "H", "H", "H", "H", "H", "H", "H", "H", "H", "H", "H", "H", "H", "H", "H", "H", "H", "H", "H", "H", "H", "H", "H", "H", "H"], "positions_angstrom": [[0.412, 2.415, -0.436], [-1.662, 1.303, -1.634], [0.482, 0.970, 3.463], [-2.762, -0.923, 0.768], [1.097, -2.214, 1.724], [2.322, 0.861, -0.552], [-2.999, 3.173, -2.324], [1.641, 1.694, 4.614], [-4.243, -0.270, -0.002], [-2.762, -0.679, 2.549], [0.958, 1.534, -4.838], [-0.965, -0.075, -3.682], [1.025, -3.808, 0.785], [-0.764, 2.288, 3.419], [2.695, -0.762, -1.338], [3.122, 2.087, -1.606], [-2.552, -2.670, 0.404], [0.309, -2.791, 3.290], [0.293, 1.981, -3.687], [-0.604, 1.111, -3.038], [0.690, 0.281, -5.360], [-0.305, -0.540, -4.814], [-3.045, 2.462, -3.511], [3.291, 0.911, 0.990], [2.843, -2.385, 2.302], [-1.762, -0.642, -3.228], [3.806, -0.033, 1.233], [1.717, 2.101, -5.376], [-4.370, 0.751, 0.381], [0.922, -3.602, 3.703], [2.664, 1.637, 4.234], [0.276, -1.960, 4.004], [-2.797, 0.375, 2.865], [-3.695, 1.579, -3.628], [-1.897, -1.120, 3.072], [1.582, 1.113, 5.538], [2.641, 1.177, 1.841], [-1.910, -0.402, -0.256], [0.459, 3.001, -3.356], [-3.841, 3.065, -1.619], [-1.139, 2.453, 2.399], [-3.653, -1.152, 3.002], [-5.105, -0.895, 0.252], [-4.120, -0.199, -1.093], [1.393, 2.737, 4.816], [3.553, -2.404, 1.469], [-0.709, -3.157, 3.120], [2.451, -1.619, -0.676], [1.409, -4.623, 1.418], [-0.325, 3.217, 3.801], [4.112, 2.375, -1.236], [2.107, -0.868, -2.271], [4.041, 1.700, 0.841], [1.291, -0.078, -6.192], [3.183, 1.679, -2.614], [-2.041, -2.817, -0.564], [3.771, -0.807, -1.595], [-0.008, -4.023, 0.482], [3.074, -1.539, 2.955], [-0.584, -1.536, -5.179], [2.512, 3.002, -1.649], [-1.945, -3.171, 1.177], [-3.552, -3.123, 0.355], [-2.495, 4.142, -2.330], [2.916, -3.319, 2.866], [-2.503, 2.774, -4.399], [-1.591, 1.972, 4.069], [1.648, -3.716, -0.116]], "nbo_charge": [0.67, 0.26, 0.15, 1.32, 0.70, 0.82, -0.39, -0.74, -0.97, -0.99, -0.19, -0.20, -0.93, -0.73, -0.92, -0.97, -0.97, -0.93, -0.18, -0.31, -0.12, -0.18, -0.07, -0.96, -0.92, 0.22, 0.28, 0.27, 0.27, 0.25, 0.23, 0.25, 0.29, 0.24, 0.31, 0.25, 0.27, 0.00, 0.24, 0.27, 0.19, 0.31, 0.30, 0.26, 0.24, 0.23, 0.21, 0.27, 0.25, 0.25, 0.29, 0.25, 0.26, 0.26, 0.27, 0.28, 0.28, 0.22, 0.23, 0.27, 0.23, 0.29, 0.29, 0.27, 0.25, 0.24, 0.23, 0.23]}